DFT (ωB97M-V/def2-TZVPD) results for a molecular structure, C22H38BrCl3CsN8SSeSi2.

```
77
Properties=species:S:1:pos:R:3:lowdin_charge:R:1
Cs 0.086 0.739 -0.981 0.507
C 2.917 -2.593 -0.600 -0.221
C 3.311 -1.802 -1.850 -0.227
N 3.626 -0.416 -1.574 -0.069
C 4.768 -0.145 -0.730 -0.221
C 4.429 0.832 0.397 -0.246
N 3.252 0.449 1.140 -0.059
C 3.351 -0.781 1.890 -0.214
C 2.215 -1.771 1.607 -0.219
N 1.904 -1.947 0.206 -0.080
H 3.806 -2.777 0.012 0.102
H 2.599 -3.594 -0.930 0.113
H 2.478 -1.812 -2.556 0.084
H 4.148 -2.350 -2.329 0.113
H 3.627 0.139 -2.416 0.109
H 5.615 0.278 -1.290 0.114
H 5.139 -1.089 -0.323 0.097
H 4.233 1.815 -0.035 0.046
H 5.335 0.935 1.029 0.114
H 2.858 1.229 1.645 0.084
H 3.376 -0.614 2.978 0.115
H 4.310 -1.253 1.657 0.098
H 1.308 -1.400 2.081 0.078
H 2.472 -2.720 2.120 0.116
H 0.977 -2.336 0.079 -0.015
C -1.374 4.244 2.563 -0.013
C -0.414 3.136 2.245 -0.277
N 0.531 3.212 1.389 0.073
N 0.573 4.383 0.677 -0.050
C 1.722 4.798 0.080 -0.931
N 1.551 5.724 -0.892 0.076
S 3.219 4.276 0.553 0.613
C -0.562 1.832 2.939 -0.244
C -0.652 1.764 4.328 -0.020
C -0.806 0.520 4.919 -0.062
C -0.903 -0.596 4.105 -0.049
C -0.824 -0.426 2.729 -0.178
N -0.638 0.758 2.156 0.086
H -2.053 4.413 1.722 0.076
H -0.834 5.175 2.742 0.092
H -1.983 3.998 3.428 0.076
H -0.307 4.749 0.320 0.030
H 0.692 5.708 -1.429 -0.003
H 2.388 5.958 -1.395 0.080
H -0.590 2.665 4.925 0.113
H -0.865 0.427 5.996 0.104
H -1.061 -1.584 4.514 0.109
H -0.961 -1.258 2.045 0.033
Br -1.037 -5.652 -3.141 0.722
C -1.015 -3.836 -3.659 -0.705
C -1.985 -3.327 -4.501 -0.111
C -1.920 -1.979 -4.815 -0.055
C -0.895 -1.218 -4.276 -0.153
N 0.037 -1.712 -3.467 0.040
C -0.030 -2.998 -3.160 -0.280
H -2.772 -3.961 -4.885 0.104
H -2.658 -1.520 -5.457 0.105
H -0.833 -0.156 -4.490 0.107
H 0.711 -3.383 -2.469 0.080
Cl -1.838 5.268 -1.406 0.017
Si -1.567 3.341 -2.541 -0.493
Cl -2.961 3.789 -4.110 -0.012
Cl 0.296 3.868 -3.569 -0.025
C -4.875 -3.563 -0.081 -0.246
Si -3.714 -2.086 0.175 -0.007
C -4.387 -0.674 -0.897 -0.235
C -3.971 -1.525 1.973 -0.236
Se -1.624 -2.601 -0.343 0.197
H -5.869 -3.369 0.327 0.015
H -4.469 -4.454 0.396 0.014
H -4.978 -3.782 -1.145 0.015
H -5.451 -0.506 -0.724 0.019
H -4.242 -0.896 -1.955 0.014
H -3.861 0.260 -0.687 0.014
H -5.035 -1.409 2.187 0.019
H -3.487 -0.564 2.159 0.006
H -3.559 -2.250 2.676 0.018
```

Results
E_HOMO: -0.166 Eh
energy above the lowest of the compared OMol25 structures with the same formula, charge and spin: 0.0 kcal/mol
total charge: -1
calculated total energy: -235454.76374 eV
M: 900.97 g mol⁻¹



DFT (ωB97M-V/def2-TZVPD) results for 2 unconnected molecules or ions with the total composition C2H8NO.

```
12
Properties=species:S:1:pos:R:3:nbo_charge:R:1
C -0.460 1.482 -0.142 -0.432
C 1.580 0.206 0.101 0.114
N 0.317 0.253 0.091 -0.388
H -1.131 1.607 0.707 0.245
H 0.220 2.331 -0.130 0.235
H -1.074 1.327 -1.019 0.246
H 2.129 1.101 -0.132 0.216
H 2.095 -0.709 0.335 0.231
H -0.208 -0.645 0.286 0.468
H -1.861 -2.100 0.231 0.503
H -0.712 -2.687 -0.564 0.503
O -0.895 -2.167 0.237 -0.943
```

Results
E_HOMO: -0.618 Eh
energy above the lowest of the compared OMol25 structures with the same formula, charge and spin: 14.9 kcal/mol
total charge: +1
calculated total energy: -5734.23593 eV
M: 62.09 g mol⁻¹



DFT (ωB97M-V/def2-TZVPD) results for 14 unconnected molecules or ions with the total composition C56H130N2O12 at a distorted geometry.

```
200
Properties=species:S:1:pos:R:3:lowdin_charge:R:1
C -1.279 4.545 -1.549 -0.040
C -2.743 4.956 -1.626 -0.262
O -3.189 4.954 -3.001 -0.178
C -4.353 5.776 -3.237 -0.286
C -4.446 6.077 -4.709 -0.080
H -0.898 4.821 -0.536 0.081
H -1.129 3.471 -1.789 0.075
H -0.773 5.188 -2.190 0.051
H -3.427 4.409 -1.012 0.099
H -2.933 5.891 -1.221 0.080
H -5.241 5.235 -2.878 0.114
H -4.295 6.689 -2.574 0.125
H -3.641 6.743 -4.987 0.070
H -5.473 6.523 -4.976 0.106
H -4.406 5.130 -5.226 0.061
C 6.750 -2.530 5.016 -0.042
C 5.733 -1.427 5.292 -0.320
O 4.538 -1.966 5.647 -0.149
C 3.558 -1.109 6.086 -0.284
C 2.804 -0.289 5.027 -0.057
H 6.323 -3.077 4.170 0.048
H 7.725 -2.128 4.875 0.067
H 6.698 -3.268 5.819 0.080
H 6.053 -0.632 5.930 0.110
H 5.613 -0.912 4.283 0.097
H 2.828 -1.827 6.577 0.137
H 4.009 -0.472 6.856 0.115
H 3.549 0.304 4.487 0.060
H 2.077 0.388 5.477 0.078
H 2.348 -0.932 4.298 0.055
C -4.416 1.539 -3.001 -0.068
C -3.283 1.461 -3.985 -0.311
O -3.641 0.489 -4.894 -0.145
C -2.907 0.656 -6.033 -0.309
C -3.270 -0.276 -7.176 -0.059
H -5.384 1.848 -3.496 0.108
H -4.657 0.526 -2.654 0.050
H -4.209 2.192 -2.183 0.044
H -3.174 2.484 -4.542 0.146
H -2.379 1.249 -3.422 0.092
H -3.096 1.675 -6.434 0.124
H -1.818 0.442 -5.827 0.132
H -4.224 -0.129 -7.668 0.074
H -3.276 -1.266 -6.761 0.043
H -2.506 -0.247 -7.957 0.081
C 3.502 3.338 -2.825 -0.079
C 2.018 3.083 -2.928 -0.288
O 1.829 1.717 -3.184 -0.188
C 0.536 1.214 -3.442 -0.263
C 0.723 -0.252 -3.924 -0.041
H 3.640 4.336 -2.457 0.058
H 3.927 2.692 -2.024 0.079
H 4.090 3.181 -3.755 0.092
H 1.580 3.395 -1.976 0.093
H 1.589 3.719 -3.719 0.129
H -0.109 1.268 -2.531 0.089
H 0.014 1.912 -4.124 0.116
H -0.222 -0.662 -4.267 0.029
H 0.970 -0.820 -3.010 0.050
H 1.471 -0.346 -4.722 0.091
C 2.346 5.242 0.232 -0.082
C 1.461 5.390 1.449 -0.302
O 0.556 4.313 1.557 -0.207
C -0.478 4.543 2.546 -0.239
C 0.008 4.169 3.918 -0.063
H 2.853 4.224 0.084 0.077
H 1.817 5.479 -0.759 0.088
H 3.145 5.981 0.337 0.072
H 2.073 5.528 2.361 0.119
H 0.869 6.310 1.323 0.117
H -0.762 5.571 2.477 0.101
H -1.359 3.938 2.213 0.127
H 0.832 4.815 4.269 0.085
H 0.243 3.117 4.033 0.062
H -0.786 4.361 4.568 0.057
C 2.701 1.634 1.338 -0.059
C 2.128 0.216 1.364 -0.253
O 0.721 0.302 1.440 -0.170
C 0.039 1.017 0.425 -0.281
C -1.416 1.046 0.815 -0.044
H 2.638 2.006 0.285 0.069
H 2.242 2.246 2.101 0.073
H 3.813 1.647 1.537 0.067
H 2.509 -0.364 0.436 0.109
H 2.553 -0.434 2.168 0.099
H 0.470 2.044 0.437 0.097
H 0.228 0.634 -0.618 0.112
H -2.049 1.689 0.149 0.087
H -1.352 1.443 1.840 0.056
H -1.881 0.084 0.818 0.052
C 5.176 3.262 5.179 -0.066
C 6.094 3.031 3.972 -0.280
O 6.054 1.707 3.533 -0.160
C 6.472 1.524 2.247 -0.332
C 6.649 0.062 1.975 -0.051
H 5.263 4.206 5.717 0.071
H 4.136 3.280 4.848 0.061
H 5.247 2.426 5.898 0.076
H 5.642 3.642 3.183 0.111
H 7.098 3.438 4.169 0.124
H 5.733 2.031 1.586 0.107
H 7.373 2.067 2.105 0.107
H 5.736 -0.511 1.925 0.044
H 7.300 -0.285 2.760 0.073
H 7.125 -0.097 0.964 0.105
C -5.119 -1.853 6.174 -0.071
C -3.690 -1.896 5.689 -0.321
O -3.227 -0.597 5.506 -0.144
C -1.921 -0.621 4.834 -0.228
C -1.620 0.814 4.507 -0.071
H -5.271 -1.257 7.057 0.066
H -5.796 -1.406 5.382 0.088
H -5.485 -2.841 6.410 0.068
H -3.057 -2.476 6.325 0.112
H -3.743 -2.379 4.704 0.092
H -1.248 -1.056 5.504 0.097
H -1.905 -1.231 3.972 0.097
H -2.482 1.298 4.023 0.090
H -0.764 1.040 3.893 0.044
H -1.487 1.262 5.471 0.072
C 4.897 -3.160 1.918 -0.038
C 3.630 -3.963 1.533 -0.213
O 4.035 -5.309 1.161 -0.162
C 3.005 -6.020 0.539 -0.286
C 3.607 -7.233 -0.162 -0.056
H 4.648 -2.336 2.576 0.055
H 5.523 -3.755 2.512 0.045
H 5.418 -2.849 1.043 0.059
H 2.869 -4.027 2.279 0.109
H 3.157 -3.514 0.641 0.078
H 2.129 -6.224 1.251 0.149
H 2.644 -5.347 -0.208 0.061
H 3.878 -7.970 0.553 0.056
H 4.577 -7.068 -0.617 0.081
H 2.898 -7.699 -0.816 0.061
C -4.489 -2.823 2.008 -0.057
C -4.893 -2.489 0.598 -0.283
O -6.203 -1.967 0.556 -0.190
C -6.566 -1.754 -0.815 -0.277
C -7.919 -1.157 -0.888 -0.074
H -4.460 -1.971 2.677 0.061
H -5.250 -3.456 2.455 0.086
H -3.539 -3.325 2.019 0.065
H -4.199 -1.775 0.092 0.125
H -4.937 -3.408 0.002 0.121
H -5.954 -0.978 -1.198 0.089
H -6.503 -2.649 -1.362 0.113
H -8.650 -1.815 -0.384 0.091
H -8.175 -1.142 -1.948 0.083
H -8.120 -0.143 -0.510 0.081
C -2.589 -1.699 -2.983 -0.042
C -2.715 -2.558 -4.225 -0.252
O -1.549 -2.414 -5.030 -0.189
C -1.280 -3.463 -5.910 -0.318
C -0.080 -3.175 -6.749 -0.060
H -2.093 -2.173 -2.174 0.038
H -1.981 -0.812 -3.229 0.058
H -3.598 -1.306 -2.770 0.067
H -2.829 -3.667 -3.959 0.136
H -3.676 -2.337 -4.794 0.126
H -1.105 -4.413 -5.372 0.108
H -2.168 -3.678 -6.480 0.112
H 0.345 -4.103 -7.036 0.062
H 0.692 -2.651 -6.186 0.068
H -0.365 -2.434 -7.577 0.104
C 1.288 -5.731 -3.359 -0.054
C 1.454 -4.482 -2.480 -0.250
O 0.308 -4.525 -1.587 -0.173
C 0.162 -3.323 -0.870 -0.266
C -1.009 -3.419 0.211 -0.040
H 0.426 -5.534 -3.952 0.044
H 2.232 -5.888 -3.940 0.092
H 1.229 -6.609 -2.719 0.068
H 2.407 -4.384 -1.976 0.084
H 1.318 -3.557 -3.116 0.123
H 1.090 -3.100 -0.339 0.096
H -0.063 -2.509 -1.584 0.092
H -1.988 -3.560 -0.277 0.060
H -0.903 -2.445 0.749 0.077
H -0.855 -4.229 0.879 0.052
N 4.244 -0.232 -2.805 0.017
C 3.576 -0.976 -1.887 -0.120
C 4.422 -2.044 -1.614 -0.099
C 5.653 -1.847 -2.313 -0.091
C 5.497 -0.709 -3.083 -0.114
H 3.908 0.614 -3.150 0.083
H 2.559 -0.674 -1.632 0.090
H 4.152 -2.837 -0.990 0.044
H 6.445 -2.551 -2.425 0.082
H 6.102 -0.259 -3.846 0.103
N -6.184 0.707 1.317 0.012
C -6.453 1.044 2.587 -0.138
C -6.313 2.412 2.681 -0.110
C -5.974 2.901 1.391 -0.105
C -5.966 1.813 0.518 -0.109
H -6.290 -0.247 0.993 0.084
H -6.788 0.351 3.298 0.095
H -6.531 2.821 3.653 0.086
H -5.773 3.895 1.049 0.073
H -5.591 1.598 -0.465 0.077
```

Results
E_HOMO: -0.293 Eh
calculated total energy: -87722.06029 eV
M: 1023.66 g mol⁻¹